# 1
Density functional theory data (wB97M-V/def2-TZVPD) for a cluster of 2 separate species, C5H12NO in total at a distorted geometry.

Output
DFT total energy: -327.2604 Ha
2S+1: 1
energy above the lowest of the compared OMol25 structures with the same formula, charge and spin: 125.0 kcal/mol
HOMO (alpha / beta): -13.52 / -10.13 eV
net charge: +1

Last column: Mulliken charge in e.
Element x y z (Å)
C 2.9912 0.4610 -0.1788  0.33
C 3.9502 -0.4476 0.4054  -0.61
C -1.3729 1.4558 -0.4856  -0.87
C -2.7865 -0.4923 0.3998  -0.67
C -0.4689 -0.8260 -0.4622  -0.81
N -1.4137 0.0948 0.1473  0.04
O 1.8763 0.6908 -0.4398  -0.39
H 3.7779 -1.2012 -0.3872  0.24
H 5.0635 -0.1446 0.4562  0.28
H 3.6146 -0.8646 1.3357  0.28
H -1.8785 2.3279 0.0451  0.34
H -0.3390 1.8527 -0.4171  0.26
H -1.8392 1.2880 -1.4505  0.49
H -3.1243 -0.7239 1.4622  0.29
H -3.3063 0.3421 -0.0666  0.33
H -2.7067 -1.4404 -0.1024  0.32
H -0.1779 -1.6400 0.1699  0.44
H -0.8083 -1.0303 -1.5034  0.38
H -1.0516 0.2979 1.0721  0.33

# 2
Density functional theory data (wB97M-V/def2-TZVPD) for a cluster of 2 separate species, C5H12NO in total at a distorted geometry.

Output
DFT total energy: -327.2051 Ha
2S+1: 1
energy above the lowest of the compared OMol25 structures with the same formula, charge and spin: 159.7 kcal/mol
HOMO: -15.36 eV
net charge: +1

Last column: Mulliken charge in e.
Element x y z (Å)
C 1.6370 -0.1507 -0.0086  -0.72
C 0.9633 1.1622 0.4607  -0.85
C 0.8414 -1.2542 0.6374  -0.48
C -0.4498 1.2525 -0.1072  -0.46
C -0.4775 -1.2875 -0.0416  -0.29
N -2.6064 -0.1997 0.1401  -0.59
O -1.1800 -0.0229 0.3132  0.09
H 1.5838 -0.1842 -1.0922  0.30
H 2.6614 -0.1775 0.3594  0.38
H 0.9391 1.2834 1.4722  0.44
H 1.4121 1.9625 0.0048  0.41
H 1.6183 -2.0526 0.3987  0.27
H 0.8939 -1.1883 1.7120  0.37
H -0.9369 2.1080 0.2993  0.38
H -0.5286 1.3403 -1.2383  0.40
H -0.1593 -1.2969 -1.1063  0.33
H -1.0791 -2.1966 0.2113  0.36
H -3.0400 1.1110 -0.8973  0.36
H -3.0545 0.1248 0.9489  0.31

# 3
Density functional theory data (wB97M-V/def2-TZVPD) for a cluster of 2 separate species, C5H12NO in total at a distorted geometry.

Output
DFT total energy: -327.3948 Ha
2S+1: 1
energy above the lowest of the compared OMol25 structures with the same formula, charge and spin: 40.6 kcal/mol
HOMO: -13.98 eV
net charge: +1

Last column: Mulliken charge in e.
Element x y z (Å)
C -1.5366 -0.0320 2.6983  -1.09
C -1.4843 -0.7781 1.3632  -0.63
C -0.8940 0.0971 0.3039  -0.22
C 0.3377 0.0446 -0.1889  -0.07
N 0.5241 0.3420 -1.5973  0.06
C -0.0099 1.2871 -2.2637  -0.16
H -2.0238 0.9262 2.5598  0.34
H -0.5153 0.0932 3.0428  0.33
H -1.9605 -0.5835 3.5209  0.35
H -2.5129 -1.0317 1.0935  0.28
H -0.9610 -1.7343 1.3272  0.37
H -1.5723 0.9196 0.0826  0.22
H 1.0793 -0.6558 0.1658  0.34
H 1.2958 -0.1715 -2.0377  0.35
H -0.7441 1.8680 -1.7198  0.25
H 0.3874 1.6446 -3.2017  0.30
H 3.6539 -0.3569 -1.0411  0.33
H 3.6680 -1.3581 -2.1957  0.35
O 3.2684 -0.5204 -1.9121  -0.68

# 4
Density functional theory data (wB97M-V/def2-TZVPD) for a cluster of 2 separate species, C5H12NO in total at a distorted geometry.

Output
DFT total energy: -327.3222 Ha
2S+1: 1
energy above the lowest of the compared OMol25 structures with the same formula, charge and spin: 86.2 kcal/mol
HOMO: -12.16 eV
net charge: +1

Last column: Mulliken charge in e.
Element x y z (Å)
C -0.8512 -0.2140 -1.1344  0.60
C 0.7092 -0.2041 1.4650  -0.03
C -1.8066 -1.3828 -1.3313  -1.08
C 1.8581 -0.8801 0.9671  -0.87
C -0.4536 2.1048 -1.2933  -0.60
N 0.7212 0.2943 2.6822  -0.28
O -1.3007 0.9753 -1.3456  -0.23
H 0.2749 -0.3829 -0.9483  0.18
H -2.8765 -1.0038 -1.3551  0.33
H -1.6546 -2.1972 -0.7056  0.35
H -1.6504 -1.6638 -2.3889  0.33
H 1.5278 -2.0279 0.8290  0.27
H 2.7693 -0.8847 1.7003  0.33
H 2.1444 -0.4902 0.0161  0.28
H -0.8955 2.9419 -1.8630  0.29
H 0.5807 1.8704 -1.5731  0.34
H -0.4964 2.4608 -0.2765  0.29
H -0.0900 0.5654 3.2097  0.26
H 1.4899 0.1186 3.3457  0.23

# 5
Density functional theory data (wB97M-V/def2-TZVPD) for a cluster of 2 separate species, C5H12NO in total at a distorted geometry.

Output
DFT total energy: -327.4207 Ha
2S+1: 1
energy above the lowest of the compared OMol25 structures with the same formula, charge and spin: 24.4 kcal/mol
HOMO: -11.96 eV
net charge: +1

Last column: Mulliken charge in e.
Element x y z (Å)
C -2.9271 -1.0958 -0.0070  -1.35
C -2.2061 0.2095 -0.0040  0.03
C -0.1934 1.7011 -0.0369  -1.40
C 3.4816 -0.3278 0.5599  -0.09
C -0.8791 0.3736 0.0101  0.67
N 2.8222 -0.3020 -0.5379  -0.05
O 0.0211 -0.6754 0.0044  -0.60
H -3.9476 -0.9521 -0.3487  0.33
H -2.4477 -1.8305 -0.6561  0.39
H -2.8084 1.1034 -0.0031  0.30
H 0.5057 1.8063 0.7902  0.32
H 0.3624 1.7970 -0.9715  0.33
H -0.9192 2.5045 0.0130  0.33
H -2.9762 -1.5105 1.0028  0.32
H 4.5594 -0.2571 0.5827  0.29
H 2.9511 -0.4084 1.5007  0.29
H 1.7867 -0.3867 -0.5118  0.34
H 3.2881 -0.2444 -1.4364  0.29
H -0.4736 -1.5045 0.0496  0.26

# 6
Density functional theory data (wB97M-V/def2-TZVPD) for a cluster of 2 separate species, C5H12NO2 in total at a distorted geometry.

Output
DFT total energy: -402.7022 Ha
2S+1: 1
energy above the lowest of the compared OMol25 structures with the same formula, charge and spin: 205.3 kcal/mol
HOMO: -3.39 eV
net charge: -1

Last column: Mulliken charge in e.
Element x y z (Å)
C 0.8883 0.6785 1.3440  -0.75
O 2.0114 1.0157 2.0886  -0.88
C 1.1517 -0.2476 0.1302  -0.42
C -0.1393 -0.8161 -0.3959  -0.21
C -1.3807 0.0087 -0.5757  -0.48
C -2.3831 -0.7513 -1.3289  -0.43
N -2.9252 -2.0499 -0.9767  -0.72
H 0.3930 1.5987 0.9971  0.22
H 0.1579 0.1751 1.9625  0.37
H 1.8029 -1.0336 0.5072  0.19
H 1.6590 0.3941 -0.5896  0.37
H 0.0416 -1.6554 -1.0695  0.36
H -0.9212 -1.1822 0.4007  0.12
H -1.4399 1.0493 -0.8962  0.33
H -2.3839 -0.6836 -2.4219  0.40
H -3.5072 -0.6698 -1.0270  0.37
H -2.9475 -2.1008 0.0529  0.27
H 3.9426 2.5876 0.5200  0.23
H 2.7852 1.6036 1.0920  0.45
O 3.1943 2.0792 0.1861  -0.78

# 7
Density functional theory data (wB97M-V/def2-TZVPD) for a cluster of 2 separate species, C5H12NO2 in total at a distorted geometry.

Output
DFT total energy: -402.9728 Ha
2S+1: 1
energy above the lowest of the compared OMol25 structures with the same formula, charge and spin: 35.6 kcal/mol
HOMO: -4.06 eV
net charge: -1

Last column: Mulliken charge in e.
Element x y z (Å)
C 1.5365 0.8160 1.8508  -0.01
N 1.7671 0.7582 0.5400  -0.49
C 2.8802 -0.1661 0.2410  -0.94
O 2.0988 0.1923 2.7620  -0.70
H 0.7652 1.5479 2.1487  0.35
H 0.8814 0.4360 -0.4951  0.53
H 3.6604 -0.0692 0.9959  0.36
H 3.3142 0.0544 -0.7358  0.28
H 2.5109 -1.1981 0.2071  0.23
C -1.0408 0.8267 -0.8265  -0.66
O 0.1210 0.2431 -1.2878  -0.73
C -1.9294 -0.1669 -0.0543  -0.21
C -2.3853 -1.3035 -0.9787  -1.15
H -1.6215 1.2197 -1.6698  0.36
H -0.8083 1.6556 -0.1378  0.30
H -2.8316 0.3783 0.2513  0.27
H -1.4119 -0.5023 0.8429  0.30
H -3.0925 -1.9714 -0.4796  0.34
H -1.5285 -1.8788 -1.3268  0.28
H -2.8858 -0.8719 -1.8474  0.28

# 8
Density functional theory data (wB97M-V/def2-TZVPD) for a cluster of 2 separate species, C5H12NO2 in total at a distorted geometry.

Output
DFT total energy: -402.8768 Ha
2S+1: 1
energy above the lowest of the compared OMol25 structures with the same formula, charge and spin: 95.8 kcal/mol
HOMO: -2.67 eV
net charge: -1

Last column: Mulliken charge in e.
Element x y z (Å)
C 1.7879 0.2428 1.3705  -0.60
O 2.8845 0.5884 0.7243  -0.90
C 0.5042 0.1178 0.4502  -0.78
C -0.7997 -0.5864 1.0175  -0.78
C -1.8524 -0.5998 0.0163  0.66
C -2.9229 0.2806 0.0324  -1.02
N -1.8779 -1.6705 -0.8641  -0.43
H 1.5110 0.9944 2.0520  0.24
H 1.8963 -0.8065 1.6625  0.23
H 0.7474 -0.2015 -0.5761  0.69
H 0.2206 1.1922 0.2630  0.26
H -0.5241 -1.5961 1.3810  0.40
H -1.0230 0.0453 1.8688  0.26
H -3.8135 0.4628 -0.6812  0.23
H -2.8628 1.2802 0.5484  0.21
H -1.1755 -2.3951 -0.9149  0.19
H -2.6263 -1.8454 -1.4839  0.16
H 2.2524 1.0822 -1.4787  0.32
H 0.9690 1.6936 -1.6656  0.37
O 1.7744 1.2938 -2.2554  -0.71